Computed, not measured: C20H42N3OP2Tb as an isolated structure at a distorted geometry, with ωB97M-V with the def2-TZVPD basis set.

Cartesian coordinates (Å):
Tb  -0.062561  0.122807  1.523697
P  1.243990  2.214054  -0.187371
P  -0.124009  -2.570953  0.058833
N  2.474574  -0.780795  -0.638999
C  2.960553  1.685608  -0.682001
H  3.368971  2.508054  -1.287109
H  3.504397  1.715771  0.278115
C  3.176253  0.320497  -1.380991
H  2.852306  0.249906  -2.435764
H  4.271145  0.148069  -1.298812
C  2.472485  -2.137679  -1.276091
H  3.495659  -2.559373  -1.177807
H  2.211585  -1.994045  -2.340536
C  1.584849  -3.108429  -0.463036
H  2.062053  -3.348102  0.503377
H  1.464291  -4.067490  -0.983992
C  -1.171642  -3.345475  -1.285812
C  -2.527044  -2.646543  -1.457123
H  -3.040299  -3.090668  -2.324433
H  -2.422199  -1.573222  -1.657153
H  -3.178716  -2.776055  -0.581262
C  -0.440085  -3.501772  1.687250
C  -1.873084  -3.334949  2.218255
H  -1.977351  -3.922446  3.146660
H  -2.627381  -3.701209  1.502389
H  -2.105665  -2.288977  2.488326
C  1.508983  3.306826  1.343093
C  0.244333  4.038837  1.815314
H  0.498449  4.660576  2.689681
H  -0.550157  3.351642  2.152778
H  -0.158466  4.705682  1.036035
C  0.774118  3.293300  -1.633868
C  -0.741023  3.452144  -1.811654
H  -0.914430  3.986852  -2.757229
H  -1.198198  4.045693  -1.007236
H  -1.261336  2.490054  -1.882927
C  0.130501  -0.109935  -1.176925
O  -0.095810  -0.095028  -2.319020
C  -0.019820  -4.968466  1.712113
H  -0.717887  -5.579535  1.131002
H  0.993199  -5.124630  1.330424
H  -0.054477  -5.315282  2.754133
C  2.686395  4.278933  1.257044
H  2.869615  4.685370  2.263378
H  3.608064  3.803160  0.904975
H  2.444896  5.115331  0.590109
C  1.459287  4.663295  -1.700712
H  1.228277  5.099686  -2.685537
H  1.074912  5.345546  -0.928678
H  2.551161  4.597358  -1.612997
C  -1.362882  -4.866668  -1.217528
H  -2.035589  -5.154990  -0.396173
H  -1.827911  -5.189492  -2.163513
H  -0.412459  -5.406323  -1.115389
H  -0.578729  -3.128906  -2.193721
H  1.139927  2.694464  -2.487515
H  0.218999  -2.923916  2.367091
H  1.733436  2.527270  2.100170
H  3.050936  -0.920988  0.146680
H  -0.753995  0.357111  3.138475
N  -2.556317  1.941110  0.877581
C  -3.891454  2.003498  0.838645
C  -4.352316  0.704665  0.952910
C  -3.242431  -0.117284  1.036544
N  -2.110108  0.652725  0.994888
H  -1.931923  2.733502  0.789865
H  -4.446503  2.926689  0.837440
H  -5.380421  0.410665  1.005019
H  -3.213925  -1.187125  1.076622

Forces on atoms 1 to 2 (eV/Å):
2.7 -1.3 -3.1
0.1 1.1 0.5

Computed properties:
**Max |F|**: 4.29 eV/Å
**⟨S²⟩**: 12.715
**Total energy**: -2533.32638 a.u.
**Spin multiplicity**: 7
**HOMO level (alpha / beta)**: -14.6 / -14.5 eV
**Frontier orbital gap (alpha / beta)**: 8.50 / 8.80 eV
**LUMO energy (alpha / beta)**: -6.084 / -5.677 eV
**Charge**: +2